118
Properties=species:S:1:pos:R:3:forces:R:3 method="wB97M-V/def2-TZVPD" homo_lumo_gap_ev=9.46 energy_ha=-2326.84762 e_lumo_ha=0.0239 e_homo_ev=-8.81
C -4.667599 -3.955413 -0.424662 0.124 0.195 0.117
H -4.578140 -4.421784 -1.403139 -0.035 -0.106 -0.125
H -5.652400 -3.498723 -0.356178 -0.132 -0.027 -0.005
H -4.601026 -4.728543 0.336368 -0.041 -0.131 0.039
C -3.590302 -2.892034 -0.243346 0.069 -0.187 -0.209
H -3.632044 -2.499456 0.776003 0.027 0.118 0.065
H -3.813756 -2.070001 -0.924141 0.001 0.074 0.050
C -2.173547 -3.411145 -0.520333 -0.039 0.267 0.251
C -1.794392 -4.527297 0.451117 0.025 0.090 -0.299
H -1.879124 -4.181958 1.480432 -0.033 0.047 0.178
H -2.450210 -5.382881 0.319870 -0.048 -0.131 0.058
H -0.777011 -4.853911 0.263608 0.091 -0.123 0.076
H -2.134535 -3.813754 -1.535354 -0.016 0.007 -0.029
C -1.154427 -2.260945 -0.387146 0.107 -0.323 0.008
N -1.586833 -1.050429 -1.073890 0.088 -0.061 0.168
C -1.879493 0.029150 -0.333371 -0.112 0.076 -0.392
O -1.829859 0.026573 0.891459 0.008 0.224 0.426
C -2.377731 1.298653 -1.041314 0.019 -0.035 0.162
N -3.753787 1.473083 -0.617102 0.343 0.167 0.110
C -4.749869 0.717363 -1.107792 -0.254 0.164 0.286
O -4.648107 0.019199 -2.101565 -0.052 -0.197 -0.273
C -6.064904 0.854052 -0.340462 -0.112 -0.164 -0.201
N -5.804945 1.275776 1.027534 -0.472 0.166 0.015
H -6.667265 1.624602 1.434293 0.140 0.044 -0.073
C -5.293573 0.204116 1.865390 -0.022 -0.177 0.094
H -5.202603 0.571982 2.886235 0.066 -0.061 0.041
H -5.939424 -0.686120 1.866195 0.022 0.015 -0.004
H -4.304550 -0.093538 1.517601 0.081 -0.042 0.061
H -6.546472 -0.141328 -0.379639 0.155 0.128 -0.022
C -6.974965 1.841156 -1.100636 -0.021 0.040 0.110
C -6.400547 3.255249 -1.087557 -0.102 -0.173 -0.163
H -7.080876 3.937638 -1.592007 -0.047 0.100 -0.043
H -6.257142 3.598696 -0.066031 0.036 0.108 0.089
H -5.443865 3.282004 -1.601698 0.113 0.119 -0.021
C -8.399378 1.832520 -0.546272 0.257 -0.117 -0.134
H -8.792512 0.818934 -0.503325 -0.089 -0.095 0.037
H -9.049240 2.422717 -1.187990 -0.090 0.073 -0.005
H -8.438144 2.264707 0.452105 -0.077 0.065 0.128
H -7.010560 1.484427 -2.135701 0.029 -0.027 0.093
H -3.920931 1.884600 0.292276 -0.071 -0.009 -0.014
H -2.382307 1.194490 -2.126278 0.069 0.030 0.038
C -1.525766 2.503219 -0.623815 -0.023 0.060 -0.266
C -2.104615 3.797968 -1.187966 0.003 -0.201 0.206
H -3.120557 3.959076 -0.837606 -0.115 0.101 -0.019
H -2.117153 3.762298 -2.275448 -0.019 0.032 -0.165
H -1.496622 4.645418 -0.879555 0.053 0.105 0.004
C -0.086941 2.310984 -1.097043 -0.234 -0.110 0.235
H 0.340374 1.398518 -0.687297 0.130 -0.048 0.004
H -0.048172 2.254829 -2.183561 0.022 0.021 -0.190
H 0.525467 3.151906 -0.777095 0.115 0.082 0.011
H -1.536875 2.547977 0.471212 -0.010 -0.052 -0.024
C -1.686413 -1.098866 -2.518818 -0.121 0.179 -0.291
H -1.447986 -2.108526 -2.840899 0.066 -0.042 -0.036
H -2.702745 -0.862426 -2.840957 0.098 -0.030 -0.029
H -0.980385 -0.409728 -2.987804 0.017 -0.069 -0.063
H -1.124925 -1.977086 0.669259 0.000 -0.104 -0.135
C 0.288522 -2.612842 -0.850706 0.104 0.197 0.127
O 0.312792 -3.848697 -1.531731 -0.216 -0.026 0.194
C 1.343196 -3.962088 -2.484214 0.152 -0.043 -0.076
H 2.332889 -3.837486 -2.037188 0.004 0.004 -0.031
H 1.232197 -3.213853 -3.277537 0.016 -0.001 0.018
H 1.255453 -4.961263 -2.907133 0.055 0.025 -0.053
H 0.622150 -1.826241 -1.542098 -0.073 -0.092 0.074
C 1.261189 -2.586648 0.348457 -0.052 -0.022 -0.371
C 1.307181 -1.169384 0.872645 -0.135 -0.494 0.160
O 1.614777 -0.247042 0.107030 -0.002 0.209 -0.287
N 0.985163 -0.936969 2.140598 -0.109 0.191 -0.063
C 0.598092 -1.930798 3.127396 -0.050 -0.523 0.182
C 0.103503 -1.119510 4.326574 -0.002 0.055 -0.077
H -0.750958 -1.591267 4.807957 0.041 -0.047 0.043
C -0.247470 0.234378 3.715414 -0.007 0.043 -0.021
H -0.242234 1.031192 4.454330 -0.036 0.040 -0.028
H -1.216090 0.192222 3.217892 -0.001 0.021 -0.009
C 0.837504 0.414152 2.652318 -0.048 0.632 0.146
H 0.513409 1.050926 1.824667 -0.023 -0.043 0.086
C 2.139988 0.983801 3.269845 0.043 -0.367 -0.288
C 3.231017 1.290070 2.226804 -0.047 -0.068 0.441
C 3.825728 0.014180 1.634393 -0.018 0.656 -0.145
O 3.814905 -1.065085 2.192150 0.075 -0.429 0.304
N 4.454742 0.241342 0.465427 0.216 0.028 -0.365
H 4.396864 1.156830 0.045565 -0.086 0.001 0.169
C 5.141998 -0.764771 -0.311193 0.220 -0.196 -0.131
C 6.646912 -0.504867 -0.290529 -0.258 -0.121 0.038
H 7.002499 -0.509022 0.736875 0.048 0.007 0.072
H 6.872108 0.462485 -0.734832 0.078 0.089 -0.019
H 7.173298 -1.277719 -0.843692 0.137 -0.084 -0.097
H 4.925683 -1.725627 0.168829 0.001 0.127 -0.155
C 4.571517 -0.807947 -1.757923 0.369 -0.073 0.264
C 4.615506 0.568689 -2.387726 0.002 -0.182 -0.134
C 5.710265 0.954627 -3.152145 -0.087 -0.007 0.060
C 5.775346 2.223619 -3.699325 0.077 0.082 -0.057
C 4.742322 3.122912 -3.494794 0.043 0.080 -0.055
C 3.641724 2.742124 -2.747190 -0.054 0.077 0.044
C 3.576300 1.473808 -2.195362 0.017 -0.033 -0.078
H 2.705501 1.185819 -1.625108 -0.132 -0.061 0.065
H 2.826869 3.434531 -2.592514 -0.083 0.060 0.010
H 4.792180 4.112929 -3.923711 0.001 0.073 -0.038
H 6.632264 2.509991 -4.291482 0.064 0.024 -0.055
H 6.513526 0.253081 -3.326275 0.082 -0.090 -0.014
O 3.293446 -1.377382 -1.777190 -0.373 0.063 0.084
H 2.712872 -0.881644 -1.159785 -0.008 -0.072 -0.033
H 5.201416 -1.488460 -2.344296 0.036 0.161 0.096
C 4.399702 2.036337 2.884569 -0.155 0.094 -0.071
H 4.882214 1.386204 3.611228 0.082 -0.038 0.095
H 4.049376 2.922443 3.406291 0.015 0.064 0.024
H 5.135632 2.332396 2.139910 0.082 0.014 -0.012
H 2.805087 1.887609 1.415345 0.017 -0.041 -0.032
H 2.550669 0.245846 3.967315 -0.019 0.030 -0.113
O 1.856922 2.105732 4.089376 0.074 0.008 0.095
C 1.263228 3.219798 3.460579 0.012 -0.012 0.076
H 1.192897 3.984852 4.233102 -0.046 0.045 -0.102
H 1.868747 3.604928 2.634972 0.018 0.013 -0.039
H 0.258760 2.997472 3.088337 -0.027 0.011 -0.025
H 0.894802 -1.003646 5.066340 0.013 -0.049 0.044
H 1.454110 -2.563090 3.376819 -0.094 -0.042 -0.009
H -0.209677 -2.555434 2.735046 0.070 -0.014 0.019
H 0.962222 -3.312786 1.097244 -0.044 -0.046 0.039
H 2.260661 -2.842069 -0.008755 0.033 0.032 0.090